# C27H28ClEuNO3P2

C27H28ClEuNO3P2 as an isolated structure (ωB97M-V with the def2-TZVPD basis set, the Open Molecules 2025 dataset).

Charge: +1
HOMO (spin up / spin down): -0.3898 / -0.3892 Ha
DFT total energy: -3179.15479 a.u.
Frontier orbital gap (spin up / spin down): 6.47 / 8.12 eV
Spin multiplicity: 7

```
63
Properties=species:S:1:pos:R:3:forces:R:3
C -0.884922 3.520113 -2.832609 -0.4 0.4 -0.3
C -0.801130 2.168407 -2.523331 1.0 -0.6 0.4
C 0.479992 1.672666 -2.114951 -0.6 0.3 0.6
C 1.621211 2.471927 -2.103063 0.4 0.9 -0.1
C 1.511911 3.811015 -2.475555 -0.4 0.3 0.1
C 0.249835 4.336576 -2.801056 0.4 0.3 0.0
C 2.964707 1.835636 -1.831017 -1.8 -1.7 -3.8
C 2.964179 0.325877 -1.778737 0.7 0.0 -0.2
C 1.748701 -0.352667 -1.793309 0.1 -0.7 0.5
C 1.674536 -1.776527 -1.926501 0.0 0.9 0.1
C 2.877667 -2.484309 -1.957565 -0.2 -0.1 -0.2
C 4.095833 -1.794768 -1.922782 0.5 -0.7 0.0
C 4.145167 -0.406427 -1.866650 0.4 0.1 0.2
H -1.864006 3.939103 -3.149597 0.8 -0.3 0.2
H 2.410314 4.450673 -2.455546 -0.6 -0.3 -0.1
H 0.153182 5.404597 -3.051190 0.1 -0.7 0.1
H 3.522666 2.094200 -2.730363 -0.7 -0.9 -2.5
H 2.839225 -3.589009 -2.056889 0.2 0.9 0.1
H 5.028824 -2.388229 -1.950493 -0.6 0.5 0.0
H 5.113670 0.132388 -1.852901 -0.6 -0.5 -0.1
N 0.588640 0.397774 -1.527501 -0.1 -0.5 -2.7
Eu -0.330140 0.132739 0.293751 -0.7 -0.3 2.9
C -1.975832 1.218533 -2.709650 0.1 -0.1 -0.3
H -1.636816 0.345290 -3.290217 -0.1 0.3 0.0
H -2.773452 1.718100 -3.277482 0.3 0.0 0.1
C 0.328437 -2.458849 -2.125428 -0.1 0.1 -0.2
H -0.261691 -1.889303 -2.862598 0.2 -0.2 0.1
H 0.477687 -3.479879 -2.505852 0.1 0.3 0.0
P -2.788298 0.494460 -1.203855 0.0 0.9 -0.4
P -0.776750 -2.622433 -0.641531 1.0 -0.7 -0.1
C 0.288969 -3.651607 0.434648 0.2 0.0 0.4
H 0.560157 -3.065974 1.323330 0.1 -0.3 -0.1
H -0.282389 -4.535169 0.745480 0.3 0.2 0.1
H 1.205556 -3.967352 -0.079502 -0.2 0.0 0.1
C -1.973475 -3.877959 -1.225104 -0.7 0.4 -0.1
H -2.154833 -4.606618 -0.426920 0.0 0.2 -0.2
H -2.917641 -3.367277 -1.451764 0.1 -0.3 -0.1
H -1.628624 -4.403474 -2.123617 0.0 0.1 0.2
C -3.018413 2.014152 -0.203240 0.0 0.2 0.2
H -4.092091 2.127657 -0.023290 0.3 0.1 0.2
H -2.509717 1.920814 0.766560 -0.2 0.3 0.0
H -2.642861 2.901455 -0.719491 -0.1 -0.1 0.1
C -4.481492 0.223291 -1.816148 -0.4 -0.8 -0.1
H -4.649475 -0.850241 -1.939666 -0.1 0.1 -0.1
H -5.216283 0.589783 -1.094502 0.2 -0.1 0.0
H -4.673554 0.704486 -2.780226 0.2 0.0 0.2
C 2.822928 2.115702 0.376816 -2.7 -0.8 4.5
O 1.896141 1.690211 0.953725 2.5 1.0 -2.3
H 3.800724 2.360436 -1.575827 1.7 1.6 3.4
Cl -0.254460 -0.520005 8.999702 0.0 0.0 0.0
C -0.136463 -0.296153 7.301056 0.2 0.0 -1.5
C 0.662521 -1.160380 6.524486 -0.3 0.3 0.2
C 0.726782 -1.010494 5.142965 0.0 -0.2 0.1
C -0.011345 -0.005799 4.523611 -0.1 0.2 -0.2
C -0.772303 0.892875 5.276115 0.1 -0.3 0.5
C -0.838808 0.739566 6.662436 0.2 -0.3 0.0
C -0.042481 0.083936 3.041649 -0.5 0.8 0.1
O 0.575652 -0.787769 2.347444 -0.5 0.6 -0.6
O -0.736914 1.041389 2.501817 0.8 -1.2 -0.3
H 1.214243 -1.951236 7.010604 0.0 0.0 0.1
H 1.338039 -1.677565 4.520011 -0.3 0.3 0.4
H -1.317104 1.695115 4.775184 0.2 -0.3 0.2
H -1.444311 1.406514 7.256122 0.0 0.1 0.1
```
Forces are in eV/Å.